Formula: C15H44O17S2V
Source: the OMol25 dataset
Level of theory: ωB97M-V/def2-TZVPD

```
79
Properties=species:S:1:pos:R:3:mulliken_charge:R:1
O 0.647 0.744 -0.249 -0.307
V 0.706 0.632 1.359 1.499
O -0.064 -0.769 1.744 -0.501
S 1.882 3.822 1.362 0.821
O 1.898 2.375 1.514 -0.673
O 1.836 4.528 2.607 -0.742
O 2.852 4.290 0.391 -0.646
O 0.539 4.248 0.984 -0.926
S -1.399 2.623 2.996 0.940
O -1.065 1.681 1.962 -0.474
O -0.199 3.256 3.546 -0.635
O -1.778 3.963 2.521 -0.717
O -2.255 2.053 4.012 -0.740
C 2.798 -1.820 1.349 -0.088
O 2.678 -0.436 1.200 -0.079
H 3.566 -2.190 0.670 0.351
H 3.057 -2.050 2.382 0.351
H 1.836 -2.268 1.097 -0.483
H 3.484 0.022 1.448 0.167
C 0.635 -0.242 4.584 -0.746
O 1.355 0.603 3.699 -0.097
H 0.413 0.286 5.511 0.363
H -0.334 -0.524 4.171 0.147
H 1.328 -1.066 4.757 0.220
H 1.927 1.124 4.267 0.180
C 2.815 2.146 -2.432 -0.212
O 3.791 3.140 -2.315 -0.478
H 2.634 2.011 -3.499 0.290
H 3.095 1.183 -2.004 0.125
H 1.872 2.410 -1.954 -0.014
H 4.652 2.769 -2.520 0.255
C -0.964 -3.764 1.051 -0.675
C -0.426 -5.168 0.870 0.957
C 0.944 -5.422 1.563 -1.337
O -1.286 -6.027 1.549 -0.601
H -1.235 -3.577 2.090 0.610
H -1.874 -3.643 0.463 0.448
H -0.144 -3.093 0.794 -0.863
H -0.447 -5.407 -0.193 0.019
H 1.669 -4.784 1.057 0.258
H 1.201 -6.479 1.489 0.357
H 0.919 -5.115 2.608 0.342
H -2.168 -5.700 1.356 0.330
C -4.988 0.598 -0.975 -1.657
C -3.730 0.194 -0.120 1.042
C -2.535 -0.239 -0.915 -0.219
O -3.326 1.372 0.553 -0.403
H -5.320 -0.178 -1.664 0.384
H -4.807 1.431 -1.656 0.319
H -5.901 0.946 -0.493 0.405
H -3.996 -0.616 0.559 0.126
H -1.978 0.594 -1.344 -0.230
H -2.788 -0.867 -1.769 0.479
H -1.769 -0.701 -0.293 -0.337
H -2.474 1.266 0.983 0.135
C 2.187 -2.265 -2.410 -1.311
C 1.257 -3.465 -2.084 1.675
C -0.229 -3.227 -2.233 -0.984
O 1.612 -4.431 -3.032 -0.618
H 3.262 -2.441 -2.403 0.382
H 2.021 -1.489 -1.664 0.015
H 1.966 -1.780 -3.361 0.378
H 1.484 -3.859 -1.093 -0.591
H -0.637 -2.430 -1.611 -0.082
H -0.815 -4.134 -2.087 0.316
H -0.467 -2.942 -3.258 0.435
H 1.280 -5.276 -2.721 0.351
C -1.383 3.301 -1.819 -0.697
C -0.428 4.393 -2.343 0.377
C -1.164 5.756 -2.487 -1.520
O 0.715 4.572 -1.561 -0.358
H -1.757 3.541 -0.823 0.306
H -0.785 2.419 -1.595 -0.390
H -2.133 2.989 -2.545 0.564
H -0.085 4.034 -3.314 0.322
H -1.211 6.256 -1.519 0.305
H -2.146 5.481 -2.870 0.409
H -0.726 6.436 -3.218 0.344
H 0.402 4.395 -0.671 0.331
```

- Energy relative to the best compared isomer or geometry (same formula, charge and spin): 0.0000 eV
- LUMO: 5.06 eV
- Calculated total energy: -3617.14147 Ha
- Charge: -3

---

Formula: C15H45BN13O8PS2
Source: the OMol25 dataset
Level of theory: ωB97M-V/def2-TZVPD

```
85
Properties=species:S:1:pos:R:3:mulliken_charge:R:1
C 3.079 -2.608 3.957 -1.097
C 2.399 -2.734 2.583 -1.012
N 1.025 -2.222 2.478 0.136
C 0.922 -0.784 2.793 -0.489
C 1.526 0.121 1.717 -1.119
C 0.016 -3.063 2.904 -0.055
S 0.237 -4.408 3.820 -0.286
S -1.536 -2.557 2.241 0.105
C -2.731 -3.655 3.018 -0.759
C -4.038 -3.628 2.197 -0.784
C -5.248 -3.117 2.989 -0.919
P -5.351 -1.258 3.096 0.090
C -7.126 -0.959 2.629 -0.786
B -8.067 -0.441 3.786 0.530
O -7.605 -0.298 5.062 -0.537
O -9.393 -0.138 3.558 -0.559
H 2.391 -2.249 4.722 0.383
H 3.935 -1.935 3.903 0.370
H 3.458 -3.579 4.273 0.343
H 2.973 -2.182 1.835 0.368
H 2.373 -3.774 2.264 0.585
H 1.436 -0.616 3.745 0.317
H -0.126 -0.551 2.960 0.535
H 0.858 0.945 1.472 0.256
H 1.679 -0.433 0.790 0.230
H 2.491 0.522 2.029 0.425
H -2.304 -4.653 3.089 0.485
H -2.908 -3.311 4.039 0.372
H -3.906 -2.997 1.314 0.369
H -4.246 -4.631 1.823 0.321
H -6.171 -3.524 2.572 0.497
H -5.179 -3.484 4.018 0.391
H -4.785 -1.000 1.823 -0.127
H -7.566 -1.858 2.184 0.387
H -7.127 -0.209 1.829 0.395
H -8.279 0.073 5.647 0.305
H -9.634 -0.168 2.625 0.304
N -1.613 -0.120 -2.489 -0.182
C -0.946 -0.411 -1.363 0.695
N -0.480 -1.684 -1.225 -0.338
O -0.737 0.430 -0.473 -0.697
H -1.719 -0.792 -3.225 0.158
H -1.959 0.824 -2.625 0.202
H -0.008 -1.925 -0.372 0.120
H -0.652 -2.396 -1.908 0.161
N 1.430 1.850 -2.046 -0.290
C 1.338 1.977 -3.405 0.759
N 2.447 2.482 -4.022 -0.360
O 0.321 1.696 -4.024 -0.631
H 2.259 2.097 -1.540 0.165
H 0.611 1.556 -1.531 0.139
H 2.447 2.554 -5.024 0.158
H 3.296 2.714 -3.543 0.085
N -4.841 3.096 -1.074 -0.408
C -3.619 2.483 -1.169 0.621
N -3.150 1.899 -0.040 -0.191
O -2.996 2.472 -2.225 -0.743
H -5.371 3.133 -0.224 0.146
H -5.203 3.530 -1.901 0.237
H -2.249 1.429 -0.098 0.073
H -3.657 1.905 0.825 0.184
N 4.595 1.231 -7.490 -0.383
C 5.029 0.984 -6.219 0.678
N 5.504 -0.279 -5.990 -0.397
O 4.986 1.834 -5.348 -0.643
H 4.605 0.546 -8.221 0.155
H 4.226 2.146 -7.677 0.228
H 5.819 -0.487 -5.061 0.217
H 5.539 -0.991 -6.693 0.157
N 0.609 4.965 -5.101 -0.270
C 1.065 5.408 -6.301 0.599
N 0.421 6.503 -6.819 -0.398
O 1.990 4.868 -6.891 -0.657
H -0.163 5.369 -4.606 0.172
H 1.069 4.152 -4.728 0.142
H 0.739 6.845 -7.705 0.232
H -0.343 6.958 -6.359 0.153
N 7.508 -1.359 5.908 -0.380
C 7.287 -1.338 4.559 0.612
N 8.331 -0.888 3.799 -0.404
O 6.231 -1.697 4.068 -0.603
H 8.368 -1.070 6.332 0.167
H 6.759 -1.687 6.488 0.214
H 8.196 -0.862 2.806 0.214
H 9.207 -0.589 4.184 0.160
```

- LUMO: 0.25 eV
- Calculated total energy: -3075.22995 Ha
- Charge: 0
- SMILES string: CCN(CC)C(=S)SCCCPCB(O)O.NC(N)=O.NC(N)=O.NC(N)=O.NC(N)=O.NC(N)=O.NC(N)=O

---

Formula: C15H45N8O8
Source: the OMol25 dataset
Level of theory: ωB97M-V/def2-TZVPD

```
76
Properties=species:S:1:pos:R:3:mulliken_charge:R:1
C -0.283 0.287 -0.504 -0.687
C 0.226 1.448 0.376 -0.309
O -0.119 2.718 -0.095 -1.233
H -0.112 0.129 -1.567 0.002
H -1.328 0.089 -0.238 0.629
H 0.232 -0.580 -0.061 0.085
H 1.325 1.375 0.307 0.278
H -0.017 1.330 1.442 -0.011
C 0.608 -6.374 0.493 -1.266
C -0.482 -5.894 -0.483 0.373
C -0.083 -4.876 -1.605 -0.491
O -1.249 -4.214 -2.058 -0.451
C -1.097 -2.791 -2.170 -0.599
N -1.054 -7.121 -1.060 -0.750
H 0.059 -6.956 1.230 0.371
H 1.236 -5.561 0.855 0.313
H 1.283 -7.064 -0.017 0.331
H -1.378 -5.427 -0.073 0.324
H 0.562 -5.325 -2.366 0.211
H 0.564 -4.162 -1.081 0.231
H -0.142 -2.441 -2.565 0.305
H -1.348 -2.432 -1.173 0.362
H -1.807 -2.487 -2.939 0.241
H -0.454 -7.719 -1.618 0.243
H -1.757 -6.825 -1.731 0.269
C 0.599 0.595 4.951 -1.325
C -0.493 -0.526 4.720 0.780
C 0.102 -1.955 4.710 -0.753
O 0.962 -2.373 3.641 -0.480
C 0.561 -1.918 2.342 -0.704
N -1.581 -0.380 5.682 -0.816
H -0.062 1.461 4.997 0.385
H 1.334 0.675 4.151 0.288
H 1.215 0.465 5.840 0.322
H -0.982 -0.355 3.756 0.124
H -0.723 -2.634 4.969 0.289
H 0.716 -2.194 5.583 0.314
H -0.514 -1.822 2.211 0.375
H 1.064 -2.546 1.607 0.351
H 1.084 -0.961 2.252 0.311
H -1.794 0.607 5.759 0.297
H -2.419 -0.797 5.296 0.271
C 1.895 5.541 1.051 -0.291
C 2.421 6.872 0.548 -0.542
O 2.906 6.818 -0.830 -0.497
O 0.712 5.406 0.271 -0.424
H 1.869 5.560 2.148 0.273
H 2.593 4.712 0.881 0.273
H 3.361 7.129 1.053 0.310
H 1.745 7.709 0.698 0.302
H 3.258 5.929 -0.931 0.286
H 0.358 4.493 0.349 0.403
C 2.788 0.806 -2.725 0.707
O 1.984 1.710 -2.888 -0.521
N 2.815 -0.369 -3.382 -0.400
N 3.884 0.799 -1.898 -0.438
H 2.141 -0.540 -4.109 0.211
H 3.556 -1.013 -3.198 0.128
H 4.343 -0.020 -1.550 0.142
H 4.193 1.631 -1.424 0.202
C -1.321 1.567 -4.686 0.426
O -0.640 2.485 -4.302 -0.512
N -1.654 1.368 -5.995 -0.413
N -1.858 0.642 -3.854 -0.173
H -2.129 0.517 -6.236 0.150
H -1.291 1.951 -6.724 0.228
H -1.695 0.624 -2.858 0.073
H -2.792 0.317 -4.052 0.248
C -3.790 2.943 0.231 0.360
O -4.977 3.154 0.438 -0.735
N -3.297 2.031 -0.650 -0.205
N -2.741 3.639 0.744 -0.259
H -2.313 1.891 -0.832 0.124
H -4.054 1.486 -1.032 0.188
H -1.768 3.410 0.536 0.403
H -2.956 4.331 1.442 0.173
```

- LUMO: 2.21 eV
- Calculated total energy: -1638.47707 Ha
- Charge: -1

---

Formula: C15H46GaIN7O2P2S
Source: the OMol25 dataset
Level of theory: ωB97M-V/def2-TZVPD

```
75
Properties=species:S:1:pos:R:3:mulliken_charge:R:1
C 1.503 -2.013 2.832 -0.668
C 2.192 -0.652 3.322 -0.548
S 3.093 0.115 1.904 -0.172
C 4.850 -0.468 1.858 -0.613
Ga 6.002 0.969 2.782 0.289
N 5.544 2.682 2.008 -0.586
I 8.581 0.538 2.674 -0.505
H 2.220 -2.522 2.142 0.245
H 0.539 -1.770 2.323 0.036
H 1.276 -2.653 3.728 0.314
H 2.840 -0.810 4.221 0.394
H 1.333 0.043 3.540 0.228
H 5.175 -0.504 0.776 0.112
H 5.006 -1.489 2.299 0.341
H 5.580 1.005 4.323 -0.244
H 6.115 2.841 1.173 0.194
H 4.553 2.705 1.761 0.206
O -2.135 -0.904 2.627 -0.922
P -3.126 0.000 1.871 0.996
N -2.180 1.425 2.009 0.235
C -2.643 2.778 2.225 -0.928
C -1.037 1.447 1.094 -0.981
N -4.339 -0.118 3.107 0.276
C -4.106 0.500 4.406 -1.052
C -4.782 -1.498 3.312 -1.132
N -4.315 0.842 0.818 -0.023
C -5.586 1.382 1.277 -0.894
C -4.554 0.066 -0.412 -0.856
H -3.063 3.231 1.314 0.321
H -1.813 3.409 2.552 0.352
H -3.388 2.848 3.014 0.201
H -1.349 1.718 0.077 0.382
H -0.557 0.467 1.046 -0.089
H -0.272 2.152 1.427 0.416
H -3.115 0.276 4.812 0.298
H -4.851 0.170 5.137 0.388
H -4.228 1.583 4.354 0.237
H -4.062 -2.081 3.894 0.308
H -4.922 -2.003 2.350 0.345
H -5.748 -1.518 3.826 0.364
H -6.308 0.602 1.539 0.288
H -6.028 1.993 0.482 0.370
H -5.467 2.046 2.131 0.265
H -5.133 -0.842 -0.209 0.336
H -3.598 -0.232 -0.858 0.129
H -5.081 0.663 -1.162 0.377
O 0.599 1.007 -2.066 -0.849
P 1.468 -0.037 -2.787 1.161
N 1.603 0.882 -4.234 0.083
C 1.594 0.395 -5.596 -0.895
C 2.549 1.990 -4.129 -1.167
N 0.182 -1.200 -2.858 0.224
C -0.985 -0.935 -3.689 -1.175
C -0.269 -1.602 -1.524 -1.470
N 2.591 -1.272 -3.447 -0.062
C 2.172 -2.529 -4.047 -0.897
C 3.673 -1.552 -2.481 -1.138
H 2.549 -0.067 -5.885 0.307
H 1.406 1.220 -6.288 0.355
H 0.799 -0.324 -5.781 0.183
H 3.586 1.638 -4.225 0.331
H 2.455 2.492 -3.163 0.309
H 2.362 2.748 -4.894 0.369
H -1.383 0.076 -3.554 0.311
H -1.790 -1.645 -3.473 0.398
H -0.758 -1.086 -4.746 0.263
H -0.912 -0.845 -1.060 0.431
H 0.587 -1.764 -0.861 0.358
H -0.818 -2.547 -1.573 0.458
H 1.761 -3.232 -3.316 0.278
H 3.035 -3.009 -4.522 0.389
H 1.439 -2.384 -4.840 0.269
H 3.305 -2.112 -1.616 0.350
H 4.104 -0.612 -2.120 0.373
H 4.486 -2.113 -2.949 0.424
```

- Energy relative to the best compared isomer or geometry (same formula, charge and spin): 5.6948 eV
- LUMO: 0.86 eV
- Calculated total energy: -4436.14885 Ha
- Charge: -1

---

Formula: C15H46N6O2P3S2
Source: the OMol25 dataset
Level of theory: ωB97M-V/def2-TZVPD

```
74
Properties=species:S:1:pos:R:3:mulliken_charge:R:1
S -2.513 -1.157 4.552 -0.187
C -3.612 0.261 4.962 -0.639
C -5.084 -0.192 4.788 -0.729
C -5.946 0.923 4.153 -0.610
P -7.529 0.138 3.650 0.164
S -8.343 -0.939 5.242 -0.147
H -3.057 -1.584 3.391 0.061
H -3.340 1.101 4.332 0.380
H -3.441 0.432 6.020 0.369
H -5.480 -0.405 5.780 0.279
H -5.178 -1.102 4.194 0.487
H -5.495 1.316 3.238 0.455
H -6.115 1.761 4.829 0.409
H -8.454 1.056 3.131 0.217
H -7.160 -0.820 2.689 0.203
H -7.625 -2.089 5.239 0.260
O 2.329 -4.729 -0.115 -0.812
P 1.893 -3.541 0.718 0.858
N 2.772 -2.333 -0.130 0.122
C 3.403 -1.147 0.406 -0.711
C 2.374 -2.129 -1.522 -1.246
N 2.660 -4.055 2.197 0.210
C 3.974 -3.558 2.573 -1.151
C 2.641 -5.504 2.398 -1.088
N 0.925 -2.428 1.611 0.075
C -0.113 -1.730 0.857 -0.864
C 1.141 -1.897 2.937 -0.530
H 2.694 -0.331 0.614 0.131
H 4.129 -0.763 -0.312 0.424
H 3.976 -1.346 1.308 0.140
H 1.446 -1.550 -1.597 0.293
H 2.222 -3.083 -2.029 0.332
H 3.148 -1.602 -2.082 0.413
H 4.716 -3.703 1.776 0.313
H 4.330 -4.075 3.466 0.410
H 3.950 -2.505 2.859 0.299
H 3.425 -6.010 1.825 0.326
H 1.681 -5.928 2.104 0.365
H 2.791 -5.736 3.455 0.319
H 0.228 -0.744 0.517 0.343
H -1.016 -1.596 1.460 0.059
H -0.403 -2.309 -0.022 0.336
H 1.935 -1.143 2.952 0.254
H 1.374 -2.675 3.660 0.266
H 0.232 -1.416 3.310 0.098
O 1.437 1.204 -1.958 -0.569
P 0.721 2.245 -2.800 0.611
N 0.895 1.454 -4.320 0.162
C 1.097 2.055 -5.619 -0.793
C 0.211 0.169 -4.438 -0.812
N 1.884 3.519 -2.553 0.129
C 2.938 3.773 -3.522 -1.115
C 2.477 3.524 -1.216 -1.065
N -0.429 3.398 -3.349 0.063
C -1.775 2.891 -3.609 -1.074
C -0.210 4.745 -3.828 -0.831
H 0.175 2.466 -6.060 0.234
H 1.478 1.305 -6.314 0.376
H 1.851 2.838 -5.609 0.152
H -0.870 0.292 -4.593 0.312
H 0.356 -0.431 -3.538 0.018
H 0.609 -0.416 -5.268 0.384
H 3.519 2.869 -3.749 0.286
H 3.625 4.530 -3.140 0.410
H 2.552 4.199 -4.450 0.281
H 3.280 2.785 -1.118 0.317
H 1.728 3.312 -0.454 0.335
H 2.896 4.509 -0.998 0.340
H -1.916 2.649 -4.669 0.302
H -2.534 3.620 -3.316 0.377
H -1.964 1.988 -3.025 0.316
H 0.210 4.754 -4.838 0.267
H 0.432 5.319 -3.166 0.264
H -1.156 5.294 -3.867 0.367
```

- LUMO: -4.21 eV
- Calculated total energy: -2898.15698 Ha
- Charge: +1

---

Formula: C15H46O16PS6
Source: the OMol25 dataset
Level of theory: ωB97M-V/def2-TZVPD

```
84
Properties=species:S:1:pos:R:3:mulliken_charge:R:1
O 2.218 -0.534 -1.854 -0.490
P 1.830 1.139 -2.244 0.358
S -0.374 0.757 -1.828 -0.453
H 2.866 -0.831 -2.520 0.225
H 1.668 0.773 -3.645 -0.210
H 1.476 2.512 -2.546 -0.030
H 1.931 1.451 -0.836 -0.076
H 3.227 1.460 -2.444 -0.212
H -0.738 -0.265 -2.591 -0.016
O 0.862 -4.135 2.341 -0.660
S -0.222 -4.647 1.562 1.203
O 0.014 -5.744 0.674 -0.635
O -0.941 -3.474 0.821 -0.211
C -0.147 -2.537 0.004 -0.382
C 0.325 -3.117 -1.302 -0.614
C -1.560 -5.057 2.627 -0.896
H 0.686 -2.159 0.593 0.333
H -0.815 -1.704 -0.184 0.127
H 1.046 -3.923 -1.152 0.390
H 0.800 -2.331 -1.884 0.184
H -0.519 -3.523 -1.860 0.187
H -1.753 -4.213 3.280 0.232
H -1.253 -5.929 3.199 0.411
H -2.432 -5.286 2.024 0.290
O -0.475 -2.537 -4.349 -0.535
S 0.055 -3.448 -5.302 1.250
O 1.445 -3.767 -5.319 -0.642
O -0.397 -2.967 -6.748 -0.317
C -0.084 -1.590 -7.084 -0.354
C 1.384 -1.359 -7.372 -0.992
C -0.869 -4.943 -5.265 -1.062
H -0.437 -0.940 -6.282 0.346
H -0.686 -1.389 -7.966 0.281
H 1.993 -1.507 -6.484 0.282
H 1.530 -0.335 -7.716 0.382
H 1.736 -2.046 -8.142 0.284
H -1.926 -4.703 -5.283 0.302
H -0.602 -5.440 -4.336 0.382
H -0.584 -5.551 -6.118 0.376
O 5.616 1.751 -1.236 -0.514
S 6.864 2.422 -1.214 1.145
O 7.408 2.990 -2.409 -0.629
O 7.949 1.452 -0.562 -0.313
C 8.040 0.124 -1.126 -0.350
C 8.717 0.091 -2.481 -0.980
C 6.876 3.640 0.053 -0.965
H 7.041 -0.313 -1.167 0.354
H 8.617 -0.437 -0.396 0.264
H 8.127 0.609 -3.234 0.305
H 8.847 -0.943 -2.798 0.381
H 9.694 0.572 -2.433 0.259
H 6.496 3.195 0.966 0.309
H 6.221 4.437 -0.288 0.365
H 7.891 4.006 0.179 0.333
O -3.873 -2.754 4.013 -0.514
S -4.784 -1.905 4.707 1.127
O -6.128 -1.780 4.245 -0.624
O -4.123 -0.481 4.847 -0.274
C -3.620 0.140 3.622 -0.304
C -4.714 0.672 2.727 -0.989
C -4.803 -2.312 6.417 -0.991
H -2.981 -0.572 3.101 0.334
H -2.992 0.953 3.973 0.239
H -5.333 -0.125 2.319 0.405
H -4.267 1.216 1.898 0.388
H -5.362 1.350 3.281 0.194
H -3.780 -2.384 6.772 0.308
H -5.309 -3.270 6.501 0.367
H -5.354 -1.544 6.949 0.337
O -3.319 3.568 3.503 -0.620
S -4.197 4.516 4.105 1.250
O -5.491 4.744 3.551 -0.628
O -3.428 5.892 4.251 -0.295
C -2.823 6.437 3.049 -0.352
C -3.831 7.028 2.085 -0.973
C -4.359 4.168 5.819 -0.982
H -2.218 5.665 2.575 0.341
H -2.150 7.205 3.418 0.271
H -4.484 6.263 1.670 0.297
H -3.305 7.511 1.263 0.387
H -4.456 7.765 2.588 0.263
H -3.372 4.021 6.243 0.311
H -4.949 3.257 5.891 0.366
H -4.877 4.995 6.294 0.357
```

- LUMO: 1.78 eV
- Calculated total energy: -4533.34798 Ha
- Charge: -1